No. 1
# C3H11N2

A 2-piece molecular cluster, C3H11N2 overall (wB97M-V/def2-TZVPD, the Open Molecules 2025 dataset).

Geometry (Å):
C 2.191475 0.159504 0.743543
N 1.227078 -0.978786 0.544211
H 1.705388 1.084575 0.440075
H 2.470901 0.114832 1.789010
H 3.039470 -0.004106 0.083743
H 1.366314 -1.591567 -0.244871
H -0.062909 -0.296496 0.150382
H 1.135861 -1.547674 1.381006
C -1.797945 -0.501478 -1.159485
C -1.390195 1.406691 0.195743
N -1.061239 0.219464 -0.119670
H -1.238144 -1.352709 -1.551576
H -1.835656 0.132979 -2.051392
H -2.798558 -0.780485 -0.860016
H -1.112128 1.819323 1.160997
H -1.839717 2.115926 -0.501705

Forces on the atoms, in the same order (eV/Å):
-0.38 -1.43 -0.74
-0.93 0.78 -0.01
0.10 0.15 0.33
0.25 0.54 -0.04
0.25 0.18 0.28
0.68 -0.02 -0.05
-0.35 -0.45 1.57
0.00 0.06 -0.23
0.92 0.65 -1.95
0.79 0.49 0.09
-0.52 -0.30 -0.36
-0.02 -0.18 0.69
-0.49 0.16 0.11
0.01 -0.02 0.33
0.68 0.01 -0.16
-1.00 -0.62 0.14

Summary:
charge	+1
electronic energy	-6261.8233	eV
M	75.13	g mol⁻¹
highest occupied orbital energy	-14.65	eV
LUMO level	-4.71	eV
energy above the lowest of the compared OMol25 structures with the same formula, charge and spin	1.758	eV

---

No. 2
# C4H10N2

One molecule with the formula C4H10N2 (wB97M-V/def2-TZVPD, the Open Molecules 2025 dataset).

Geometry (Å):
H 2.493514 -1.021959 -1.030212
N 1.683797 -1.414224 -0.570523
C 0.812945 -0.524606 -0.266584
C -0.382606 -0.984570 0.543872
C -1.703262 -0.878992 -0.194019
N 0.855850 0.786599 -0.656836
C 0.424002 1.800925 0.341355
H -0.411712 -0.415469 1.461109
H -0.092007 -2.036926 0.741047
H -1.957408 0.154148 -0.655097
H -1.743753 -1.678367 -0.978040
H -2.493880 -1.009298 0.578983
H 1.739642 1.040103 -1.139827
H 1.078703 1.741537 1.250107
H -0.636726 1.567427 0.684053
H 0.332902 2.873672 -0.109387

Forces on the atoms, in the same order (eV/Å):
0.22 0.22 -0.36
-0.41 0.00 0.35
0.35 -1.03 -0.03
1.06 -0.30 -0.72
-1.23 0.73 -0.32
0.51 1.83 -0.01
-1.16 0.68 -0.10
-0.01 -0.03 0.45
-0.64 0.61 0.22
0.84 -1.68 0.57
-0.28 0.85 0.63
0.22 -0.33 -0.78
-0.98 -0.27 0.57
-0.49 0.53 -0.72
1.38 0.23 -0.50
0.62 -2.04 0.75

Summary:
charge	0
electronic energy	-7289.7752	eV
M	86.14	g mol⁻¹
highest occupied orbital energy	-9.05	eV
LUMO level	0.92	eV
SMILES string	[H]/N=C(/CC)NC
energy above the lowest of the compared OMol25 structures with the same formula, charge and spin	0.844	eV